[1]
106
Properties=species:S:1:pos:R:3:mulliken_charge:R:1 method="wB97M-V/def2-TZVPD" smiles="CCOS(C)(=O)=O.CCOS(C)(=O)=O.CCOS(C)(=O)=O.CCOS(C)(=O)=O.CCOS(C)(=O)=O.CCOS(C)(=O)=O.ClCCCl.ClCCCl" e_tot_ev=-175672.0455 de_lowest_kj_mol=285.84 charge=0
Cl 1.0411 -0.1032 2.6166 -0.219
C 1.4792 1.0653 1.3628 -0.359
C 0.6541 0.6269 0.1786 -0.451
Cl 0.9455 1.7064 -1.1511 -0.210
H 2.5410 0.9494 1.1454 0.305
H 1.1410 2.0039 1.8019 0.299
H -0.4173 0.5152 0.3447 0.350
H 1.0465 -0.3397 -0.1373 0.286
Cl 7.1986 2.8646 -2.2073 -0.176
C 8.4600 3.2485 -3.4517 -0.425
C 7.8570 3.2775 -4.8109 -0.450
Cl 7.4408 1.5981 -5.3374 -0.182
H 9.2824 2.5373 -3.3741 0.327
H 8.7766 4.2598 -3.1965 0.271
H 8.4706 3.6984 -5.6075 0.308
H 7.0274 3.9843 -4.8293 0.327
O 5.0589 -3.8747 0.5819 -0.573
S 5.8093 -5.1368 0.5296 1.084
O 5.2562 -6.3143 -0.0430 -0.574
O 7.1860 -4.8073 -0.3225 -0.323
C 7.9972 -3.6624 0.0666 -0.365
C 9.4287 -4.3197 0.3713 -0.970
C 6.5431 -5.6340 2.2284 -0.807
H 7.4861 -3.1141 0.8579 0.390
H 7.9957 -3.0437 -0.8308 0.291
H 10.1856 -3.5358 0.3999 0.363
H 9.7051 -4.9138 -0.4997 0.287
H 9.5024 -4.9318 1.2702 0.271
H 7.0124 -4.7195 2.5911 0.278
H 7.3468 -6.3086 1.9332 0.280
H 5.7923 -6.0854 2.8770 0.369
O 5.6022 10.6796 7.9319 -0.589
S 4.3279 10.0676 7.5687 1.114
O 3.1645 10.7682 7.0606 -0.578
O 4.6148 8.8104 6.5459 -0.309
C 3.4751 8.0074 6.1092 -0.346
C 3.8216 7.4614 4.7071 -1.146
C 3.7725 9.0722 8.9915 -0.881
H 2.5677 8.5994 6.2282 0.475
H 3.2246 7.2725 6.8742 0.324
H 2.9215 6.8826 4.4999 0.362
H 4.7095 6.8308 4.7524 0.295
H 3.9757 8.2570 3.9781 0.303
H 4.4144 8.2470 9.3000 0.318
H 2.8105 8.6846 8.6564 0.302
H 3.6587 9.7514 9.8363 0.354
O -4.8310 4.3594 3.5418 -0.569
S -3.5406 4.8756 3.9991 1.105
O -2.5642 5.1121 2.9327 -0.583
O -3.6929 6.2519 4.9682 -0.307
C -2.4890 6.9978 5.3806 -0.102
C -2.8127 8.4840 5.5564 -1.277
C -2.7568 3.7693 5.2594 -0.919
H -1.7061 6.8778 4.6318 0.370
H -2.1764 6.6372 6.3606 0.269
H -1.9917 9.1740 5.7513 0.358
H -3.5306 8.6593 6.3577 0.305
H -3.2420 8.8473 4.6227 0.329
H -3.3178 3.8269 6.1921 0.331
H -1.7195 4.0488 5.4435 0.310
H -2.7484 2.7955 4.7696 0.380
O -5.1490 -2.6228 0.0854 -0.578
S -6.1156 -1.8461 -0.6972 1.131
O -5.7452 -0.6074 -1.3904 -0.584
O -6.7368 -2.8431 -1.9314 -0.347
C -7.1283 -4.2137 -1.6535 -0.201
C -8.5820 -4.4615 -2.0749 -1.084
C -7.6615 -1.5925 0.2650 -0.840
H -7.0591 -4.4725 -0.5969 0.272
H -6.4781 -4.8765 -2.2244 0.312
H -9.3391 -3.9048 -1.5227 0.298
H -8.9271 -5.4779 -1.8858 0.371
H -8.7088 -4.2703 -3.1405 0.288
H -8.5292 -1.5455 -0.3931 0.292
H -7.5033 -0.7455 0.9325 0.367
H -7.7879 -2.5272 0.8113 0.303
O -4.7417 2.2221 -8.7508 -0.604
S -4.0453 1.1139 -9.3981 1.159
O -3.3261 1.2609 -10.6283 -0.579
O -2.9336 0.5538 -8.3289 -0.304
C -3.2464 0.4450 -6.9383 -0.285
C -2.5143 -0.8446 -6.4097 -1.088
C -5.2040 -0.3414 -9.4546 -0.830
H -4.3175 0.3890 -6.7441 0.360
H -2.8713 1.3144 -6.3984 0.280
H -1.4367 -0.9009 -6.5639 0.304
H -2.9794 -1.7432 -6.8151 0.288
H -2.6309 -0.9213 -5.3287 0.364
H -4.7224 -1.2320 -9.8584 0.318
H -6.0732 -0.0899 -10.0624 0.332
H -5.4588 -0.6340 -8.4360 0.285
O -4.1038 -9.2095 -2.2952 -0.595
S -2.9544 -10.1275 -2.5143 1.147
O -2.9466 -10.9793 -3.6798 -0.577
O -1.5253 -9.2181 -2.4480 -0.323
C -1.4666 -8.0732 -1.6093 -0.286
C -1.1055 -6.8846 -2.5152 -1.070
C -2.7332 -11.2628 -1.0577 -0.880
H -0.6961 -8.1626 -0.8434 0.303
H -2.4323 -7.9283 -1.1250 0.388
H -1.2939 -5.9396 -2.0057 0.340
H -1.7610 -7.0030 -3.3780 0.288
H -0.0368 -6.8038 -2.7135 0.297
H -2.1884 -12.0958 -1.5019 0.326
H -3.7445 -11.5794 -0.8022 0.324
H -2.2509 -10.9163 -0.1437 0.318


[2]
89
Properties=species:S:1:pos:R:3:mulliken_charge:R:1 method="wB97M-V/def2-TZVPD" e_tot_ev=-70177.3152 charge=+1
C -0.4686 5.2505 -2.4082 -1.352
C -0.6484 3.7324 -2.5471 -0.325
C 0.5412 2.8859 -2.0868 -0.714
O 0.2050 2.0632 -0.9513 0.116
C 0.1741 2.7272 0.2705 -1.361
P 1.2512 1.8330 1.4775 0.400
C 2.9847 1.4606 0.9458 0.585
C 3.2037 1.3802 -0.5455 -1.397
F 3.8408 2.3872 1.4990 -0.328
P 0.3442 0.0048 2.2230 0.133
C -1.3194 -0.0183 1.4717 -0.555
C 1.2707 -1.3435 1.3412 -0.528
C 2.4023 -1.9018 2.2255 -1.331
S 1.2562 3.2462 3.1517 1.076
C 2.6906 2.9703 4.1282 -0.993
O 1.2979 4.5360 2.5294 -0.647
O 0.0863 2.8696 3.8892 -0.511
H -1.1135 5.7629 -3.1189 0.394
H -0.7600 5.6105 -1.4213 0.319
H 0.5618 5.5511 -2.5884 0.317
H -1.4957 3.4220 -1.9339 0.103
H -0.8779 3.4985 -3.5823 0.439
H 1.4264 3.4899 -1.8836 0.460
H 0.7962 2.1611 -2.8580 0.459
H 0.4274 3.7888 0.2392 0.795
H -0.8232 2.6548 0.7155 0.429
H 3.2190 0.4944 1.3979 0.197
H 4.2015 0.9829 -0.7149 0.483
H 2.4639 0.7472 -1.0300 0.271
H 3.1559 2.3740 -0.9834 0.317
H -1.8381 0.9322 1.5351 -0.026
H -1.2953 -0.3310 0.4271 0.136
H -1.8846 -0.7417 2.0562 0.590
H 0.4968 -2.0957 1.1965 0.623
H 1.6271 -1.0129 0.3690 0.327
H 2.6232 -1.2543 3.0753 0.319
H 3.3277 -2.0393 1.6708 0.382
H 2.1043 -2.8597 2.6423 0.341
H 3.5481 3.4084 3.6291 0.368
H 2.4794 3.5201 5.0460 0.448
H 2.8173 1.9097 4.3255 0.314
C -1.9304 0.5894 -4.1452 -0.653
C -2.4324 -0.4547 -3.1635 0.557
C -3.4969 0.1106 -2.2356 -1.283
O -1.3369 -0.9679 -2.3970 -0.571
H -1.4778 1.4136 -3.5911 -0.389
H -1.1673 0.1762 -4.8062 0.251
H -2.7371 0.9916 -4.7593 0.510
H -2.8405 -1.3081 -3.7055 0.375
H -3.0841 0.9410 -1.6523 0.095
H -3.8401 -0.6509 -1.5349 0.338
H -4.3565 0.4805 -2.7950 0.443
H -0.9586 -0.2223 -1.9171 0.197
C 1.2568 -1.9923 -8.5951 -1.365
C 0.4691 -1.7240 -7.3228 0.471
C -0.7188 -2.6636 -7.1863 -1.108
O 0.0365 -0.3622 -7.2791 -0.526
H 0.6240 -1.8350 -9.4727 0.361
H 2.1051 -1.3123 -8.6714 0.320
H 1.6283 -3.0171 -8.6221 0.378
H 1.1244 -1.8417 -6.4584 0.261
H -1.4092 -2.5255 -8.0228 0.348
H -1.2660 -2.4583 -6.2655 0.166
H -0.4003 -3.7064 -7.1758 0.375
H -0.5458 -0.2149 -8.0314 0.338
C 2.1479 -6.1995 5.4890 -1.292
C 2.4949 -6.1150 4.0116 0.443
C 3.4879 -7.1899 3.6021 -1.335
O 3.0067 -4.8146 3.6919 -0.471
H 3.0445 -6.0553 6.0979 0.340
H 1.4324 -5.4234 5.7617 0.315
H 1.7194 -7.1701 5.7387 0.387
H 1.5852 -6.2160 3.4182 0.259
H 4.4227 -7.0738 4.1572 0.357
H 3.7202 -7.1143 2.5400 0.324
H 3.0947 -8.1866 3.8018 0.379
H 3.8158 -4.6902 4.1989 0.302
C -5.4899 1.4761 4.3458 -1.410
C -3.9827 1.6198 4.2202 0.488
C -3.4630 2.8292 4.9782 -1.109
O -3.6068 1.6947 2.8357 -0.434
H -5.9903 2.3545 3.9295 0.365
H -5.8420 0.6022 3.7977 0.343
H -5.7892 1.3761 5.3890 0.389
H -3.4987 0.7171 4.5970 0.252
H -3.9092 3.7449 4.5800 0.354
H -2.3816 2.9133 4.8774 0.120
H -3.7112 2.7634 6.0377 0.390
H -4.0220 2.4844 2.4719 0.276


[3]
135
Properties=species:S:1:pos:R:3:mulliken_charge:R:1 method="wB97M-V/def2-TZVPD" e_tot_ev=-122627.4007 charge=-1
C 2.7256 -5.8354 2.1869 -1.178
C 2.5144 -4.4433 2.4133 0.129
C 2.4502 -2.7746 2.3909 0.727
B 0.8908 -2.2519 2.3742 1.684
O 0.1371 -2.1141 3.6383 -0.712
C -1.2867 -1.9343 3.1990 0.254
C -1.2572 -2.1800 1.5454 0.935
C -2.6247 -2.7425 0.8367 -0.693
B -3.0161 -4.2948 1.2147 0.516
O -4.4573 -4.6728 1.0511 -0.623
O -2.0902 -5.3561 1.6574 -0.473
O -0.0355 -3.0510 1.5405 -0.813
H 2.9209 -6.9063 1.7069 0.254
H 3.0447 -2.3112 3.3145 -0.142
H 2.9349 -2.4022 1.3663 -0.053
H 1.0062 -1.1323 2.0310 -0.635
H -1.9926 -2.7499 3.7044 -0.040
H -1.7798 -0.9188 3.5508 -0.205
H -0.9093 -1.2153 0.9359 -0.449
H -3.5338 -2.0443 1.1241 -0.101
H -2.4655 -2.6827 -0.3232 0.288
H -5.0002 -4.3512 1.8315 0.291
H -2.1941 -5.5757 2.6307 0.274
C -5.1916 -0.9863 5.4722 -0.826
N -3.8439 -0.8015 4.8693 0.841
O -2.9237 -0.4766 5.6287 -0.481
O -3.7479 -0.9879 3.6506 -0.385
H -5.1285 -0.7908 6.5448 0.301
H -5.8681 -0.2777 4.9902 0.260
H -5.4975 -2.0176 5.2854 0.276
C 5.6184 -4.7341 -0.8339 -0.860
N 4.9673 -3.5270 -0.2571 0.829
O 5.0579 -3.3645 0.9653 -0.429
O 4.3834 -2.7768 -1.0480 -0.464
H 6.0912 -5.2996 -0.0281 0.306
H 4.8408 -5.3287 -1.3175 0.300
H 6.3642 -4.3934 -1.5550 0.313
C 5.2055 -0.1324 2.8278 -0.736
N 6.1784 0.6414 3.6454 0.927
O 7.2084 1.0299 3.0822 -0.577
O 5.8806 0.8368 4.8296 -0.517
H 5.5947 -0.2276 1.8119 0.269
H 5.0932 -1.1145 3.2913 0.325
H 4.2625 0.4180 2.8295 0.361
C -6.3850 2.7576 7.1206 -0.699
N -7.0318 1.4383 7.3544 0.870
O -7.9327 1.1037 6.5764 -0.507
O -6.6167 0.7758 8.3126 -0.514
H -6.8470 3.2282 6.2501 0.298
H -6.5408 3.3642 8.0150 0.284
H -5.3228 2.5771 6.9431 0.276
C 0.6764 1.4601 -1.2962 -0.378
N 0.4305 1.4578 0.1712 0.781
O 1.0724 0.6490 0.8515 -0.434
O -0.4002 2.2680 0.5987 -0.608
H 1.4261 0.7012 -1.5299 0.244
H -0.2705 1.2314 -1.7894 -0.071
H 1.0361 2.4544 -1.5685 0.400
C -2.3934 1.2906 -5.0775 -0.731
N -1.7971 0.9687 -3.7529 0.817
O -0.7206 0.3603 -3.7495 -0.457
O -2.4267 1.3357 -2.7539 -0.533
H -1.7363 0.9104 -5.8625 0.274
H -3.3711 0.8069 -5.1251 0.348
H -2.4840 2.3768 -5.1428 0.347
C 1.6869 -2.1720 -4.4023 -0.232
N 1.8661 -2.3854 -5.8638 0.934
O 0.8525 -2.6288 -6.5289 -0.535
O 3.0195 -2.3025 -6.3022 -0.560
H 0.6275 -2.2738 -4.1577 0.276
H 2.2770 -2.9303 -3.8838 0.278
H 2.0413 -1.1656 -4.1704 -0.124
C -4.3724 1.8914 1.8471 -0.405
N -5.4192 2.6235 2.6100 0.930
O -5.4712 2.4285 3.8300 -0.510
O -6.1592 3.3734 1.9625 -0.570
H -3.7983 1.2724 2.5399 -0.014
H -4.8788 1.2712 1.1048 0.238
H -3.7301 2.6355 1.3717 0.316
C -7.0296 0.4550 -3.1453 -0.673
N -6.1282 -0.0571 -4.2126 0.821
O -6.3786 -1.1756 -4.6766 -0.517
O -5.1947 0.6784 -4.5545 -0.540
H -7.8012 -0.2917 -2.9463 0.292
H -6.4213 0.6276 -2.2552 0.239
H -7.4755 1.3833 -3.5080 0.286
C 3.5905 2.3947 -4.6496 -0.785
N 3.5409 1.5372 -3.4348 0.739
O 4.5194 1.5686 -2.6793 -0.502
O 2.5210 0.8566 -3.2739 -0.408
H 4.5398 2.9345 -4.6624 0.315
H 3.5078 1.7395 -5.5191 0.299
H 2.7514 3.0912 -4.5958 0.284
C 5.4962 4.0175 3.0772 -0.359
N 4.5176 4.6166 2.1301 0.930
O 3.5210 3.9426 1.8442 -0.483
O 4.7775 5.7466 1.7002 -0.606
H 5.1418 3.0275 3.3721 -0.096
H 6.4546 3.9454 2.5590 0.313
H 5.5621 4.6777 3.9444 0.297
C 6.5759 8.6382 1.4753 -0.565
N 7.9235 8.8229 0.8724 0.838
O 8.8437 9.1478 1.6319 -0.516
O 8.0195 8.6366 -0.3463 -0.510
H 6.6389 8.8337 2.5479 0.284
H 5.8993 9.3468 0.9933 0.265
H 6.2699 7.6068 1.2885 0.228
C 1.3457 0.8380 5.3987 -0.647
N 2.3075 1.9263 5.0756 0.804
O 3.2970 1.6246 4.3982 -0.383
O 2.0418 3.0527 5.5112 -0.586
H 1.7036 -0.0932 4.9542 0.143
H 1.2978 0.7527 6.4862 0.317
H 0.3775 1.1186 4.9791 0.295
C -1.1236 1.8801 -9.6026 -0.707
N -1.3695 1.8778 -8.1352 0.962
O -0.7276 1.0690 -7.4549 -0.576
O -2.2002 2.6880 -7.7077 -0.542
H -0.3739 1.1212 -9.8363 0.314
H -2.0705 1.6514 -10.0958 0.173
H -0.7639 2.8744 -9.8748 0.315
C 1.0252 -6.1728 5.4338 -0.497
N 0.6682 -7.2526 6.3932 0.875
O 1.2892 -8.3181 6.3030 -0.535
O -0.2254 -7.0000 7.2097 -0.549
H 1.8214 -6.5318 4.7781 0.235
H 0.1290 -5.9346 4.8574 0.163
H 1.3632 -5.3132 6.0160 0.249
C -4.0591 -1.4125 -12.2421 -0.711
N -3.0862 -0.6387 -11.4245 0.787
O -2.0562 -0.2502 -11.9876 -0.495
O -3.3841 -0.4433 -10.2403 -0.447
H -3.6699 -1.5077 -13.2580 0.307
H -4.1715 -2.3947 -11.7786 0.291
H -5.0022 -0.8621 -12.2404 0.277


[4]
95
Properties=species:S:1:pos:R:3:mulliken_charge:R:1 method="wB97M-V/def2-TZVPD" e_tot_ev=-107772.3950 de_lowest_kj_mol=0.00 charge=-1
C -2.9513 0.5728 1.5682 -0.947
P -3.5151 1.0272 -0.1446 -0.074
O -3.5641 -0.5592 -0.7739 -0.529
Ga -1.4254 1.8445 -1.0426 0.168
C -0.6704 2.9936 0.4602 -1.360
C -1.6277 4.0848 0.8945 1.837
O -1.1725 4.8085 2.0868 -0.673
C -1.8936 5.1420 -0.1978 -1.248
N -3.2831 5.2643 -0.6424 -0.726
H -3.5937 -0.2292 1.9497 0.344
H -1.9090 0.2434 1.6295 0.267
H -3.0760 1.4388 2.2297 0.260
H -4.4903 -0.8154 -0.8559 0.300
H -0.5101 0.6050 -1.4423 -0.258
H -1.8075 2.7290 -2.3382 -0.357
H 0.2885 3.4421 0.1674 0.432
H -0.4729 2.3153 1.3015 0.315
H -2.5917 3.6329 1.1643 -0.601
H -1.4567 4.2954 2.8491 0.344
H -1.5350 6.0991 0.1949 0.365
H -1.2948 4.8957 -1.0797 0.375
H -3.4722 4.5276 -1.3129 0.371
H -3.9057 5.0986 0.1440 0.262
C 6.2742 -0.6267 2.7086 -0.676
O 6.4970 -0.8176 1.3324 -0.366
C 6.2115 -2.1196 0.8364 -0.740
C 4.9090 -2.2026 0.0738 0.411
N 3.7577 -2.0795 0.9510 -0.366
C 2.4600 -1.9793 0.2906 -0.895
C 2.2225 -0.8653 -0.7231 -0.438
O 2.0914 0.4202 -0.1647 -0.233
C 3.2758 1.0727 0.2119 -0.614
H 6.7742 0.2990 2.9907 0.244
H 5.2123 -0.5331 2.9628 0.276
H 6.6926 -1.4499 3.2991 0.319
H 6.2081 -2.8387 1.6646 0.441
H 7.0276 -2.3841 0.1584 0.257
H 4.8888 -3.1856 -0.4067 -0.030
H 4.9357 -1.4513 -0.7276 0.102
H 3.8798 -1.3025 1.5844 0.184
H 1.6990 -1.8756 1.0677 0.434
H 2.2638 -2.9324 -0.2167 0.377
H 1.2586 -1.0584 -1.1995 0.371
H 2.9867 -0.8587 -1.5134 0.298
H 4.0854 0.8936 -0.5073 0.295
H 3.6391 0.7750 1.2036 0.184
H 3.0528 2.1390 0.2394 0.305
C 3.2254 -8.4384 -4.8525 -0.682
O 4.4162 -8.8923 -4.2487 -0.343
C 5.6003 -8.7181 -5.0117 -0.788
C 6.4744 -7.6021 -4.4814 -0.176
N 5.8766 -6.2999 -4.7029 -0.264
C 6.5362 -5.1650 -4.0755 -0.950
C 6.7519 -5.1734 -2.5648 -0.401
O 5.5820 -4.9894 -1.7934 -0.302
C 4.7376 -6.1141 -1.6696 -0.646
H 2.3976 -8.8664 -4.2898 0.237
H 3.1243 -7.3474 -4.8362 0.284
H 3.1556 -8.7695 -5.8940 0.325
H 5.3459 -8.5318 -6.0612 0.408
H 6.1604 -9.6549 -4.9546 0.387
H 7.4295 -7.6471 -5.0189 0.325
H 6.6929 -7.8181 -3.4265 0.167
H 4.8974 -6.3155 -4.4583 0.120
H 5.9592 -4.2700 -4.3194 0.398
H 7.5212 -5.0400 -4.5421 0.425
H 7.3901 -4.3175 -2.3320 0.300
H 7.2802 -6.0755 -2.2291 0.358
H 5.3148 -7.0383 -1.5589 0.327
H 4.0597 -6.2324 -2.5198 0.143
H 4.1367 -5.9598 -0.7739 0.339
C -8.8180 7.8432 3.4065 -0.679
O -8.7065 6.7293 4.2608 -0.340
C -9.5088 5.6071 3.9201 -0.784
C -8.7155 4.4817 3.2925 -0.145
N -8.2624 4.8175 1.9581 -0.263
C -7.3478 3.8689 1.3282 -1.093
C -6.0518 3.5001 2.0366 0.173
O -5.0778 4.5277 2.0504 -0.253
C -5.2753 5.5781 2.9645 -0.748
H -8.3716 8.6906 3.9248 0.236
H -8.2934 7.7082 2.4542 0.279
H -9.8665 8.0735 3.1866 0.319
H -10.3161 5.9179 3.2464 0.407
H -9.9563 5.2436 4.8489 0.385
H -9.3815 3.6121 3.2276 0.323
H -7.9057 4.2090 3.9833 0.172
H -7.8598 5.7432 1.9483 0.135
H -7.0785 4.2678 0.3476 0.411
H -7.8940 2.9360 1.1445 0.377
H -5.6023 2.6875 1.4604 -0.106
H -6.2220 3.1378 3.0603 0.332
H -5.6527 5.2089 3.9257 0.333
H -5.9706 6.3412 2.5965 0.224
H -4.3047 6.0504 3.1170 0.306